1.
Computed, not measured: a molecular structure, C37H63BBrN6O3PS3Si2TeTi in a non-equilibrium geometry, with the ωB97M-V functional and the def2-TZVPD basis.

Geometry (Å):
Ti (12.0141, -18.6118, -4.9071)
C (8.6718, -16.6400, -2.0824)
C (10.0525, -17.1770, -2.2632)
C (10.9093, -16.6521, -1.1782)
C (10.0174, -18.7028, -2.4049)
C (9.3008, -19.5169, -1.4924)
C (9.5841, -20.8096, -1.8731)
N (10.3586, -20.7111, -3.0135)
N (10.5831, -19.4646, -3.3415)
B (10.9040, -21.8833, -3.7998)
N (12.4662, -21.6799, -3.8510)
C (13.2702, -22.7134, -3.5698)
C (14.6000, -22.2989, -3.7232)
C (14.5547, -20.9437, -4.0553)
N (13.2248, -20.5738, -4.1588)
C (15.6615, -19.9126, -3.9477)
C (15.7567, -19.7130, -2.3692)
C (16.9650, -20.3900, -4.4701)
N (10.4532, -22.1993, -5.2412)
C (11.3472, -22.7093, -6.1174)
C (10.6187, -23.4245, -7.0624)
C (9.2331, -23.2350, -6.6506)
N (9.1977, -22.3995, -5.6255)
C (7.9753, -23.5784, -7.4876)
C (6.9851, -24.4294, -6.6985)
C (7.3703, -22.2489, -8.0104)
H (8.6086, -15.5596, -2.0724)
H (8.0418, -17.0433, -2.8017)
H (8.3166, -17.0407, -1.1275)
H (10.5278, -16.7774, -3.1789)
H (10.4105, -16.8471, -0.2138)
H (11.9223, -17.0289, -1.0757)
H (10.9488, -15.5781, -1.3416)
H (8.7855, -19.1845, -0.6136)
H (9.4202, -21.8100, -1.4035)
H (10.7088, -22.8371, -3.1251)
H (12.7764, -23.5732, -3.1931)
H (15.4256, -22.9692, -3.4697)
H (15.3682, -18.9319, -4.4012)
H (15.9037, -20.6621, -1.8371)
H (16.5214, -19.0337, -2.0759)
H (14.8923, -19.1307, -2.0085)
H (17.1961, -21.3472, -4.1629)
H (16.9705, -20.3695, -5.5673)
H (17.8057, -19.7261, -4.2418)
H (12.3729, -22.3945, -6.1395)
H (10.9958, -23.9132, -7.9280)
H (8.3819, -24.1770, -8.3007)
H (6.7379, -24.0548, -5.6970)
H (6.0027, -24.5954, -7.2224)
H (7.3718, -25.4428, -6.4796)
H (7.8595, -21.4343, -7.5797)
H (7.4812, -22.1678, -9.0946)
H (6.2170, -22.1404, -7.6464)
S (15.1456, -15.3444, -5.2393)
C (14.2799, -16.7124, -4.9232)
S (14.0057, -17.9063, -6.1807)
S (13.3887, -17.1059, -3.4240)
C (11.2638, -17.5804, -8.3944)
P (11.3999, -19.3445, -8.0317)
C (10.0181, -20.1581, -8.8008)
C (12.7479, -20.0076, -8.9543)
O (11.5134, -19.6988, -6.6019)
H (10.2208, -17.2615, -8.2349)
H (11.4772, -17.5489, -9.4506)
H (11.9418, -17.0022, -7.7753)
H (9.0577, -19.7662, -8.4917)
H (9.9892, -21.1733, -8.5036)
H (10.2216, -20.0193, -9.8532)
H (12.7228, -19.6486, -10.0308)
H (12.6594, -21.1221, -8.9345)
H (13.6703, -19.6412, -8.5502)
Br (4.3191, -19.6080, -4.4277)
C (5.9592, -18.6944, -4.8975)
C (7.1184, -19.4272, -5.1682)
C (8.3170, -18.7949, -5.6027)
C (8.3032, -17.4074, -5.5032)
C (7.1614, -16.7079, -5.2428)
C (5.9583, -17.3321, -4.9701)
C (9.6329, -16.5803, -5.6774)
O (9.6747, -15.4328, -6.0898)
O (10.6003, -17.3615, -5.4138)
H (7.2166, -20.4835, -5.1417)
H (9.2070, -19.4266, -5.7818)
H (7.3670, -15.6937, -5.2021)
H (5.1293, -16.6309, -4.7991)
C (15.5940, -21.8467, -7.4250)
Si (16.9254, -22.3155, -8.5711)
C (18.6416, -21.9922, -7.8136)
C (16.8352, -24.1324, -9.0799)
C (16.5656, -21.3857, -10.2241)
Te (16.4443, -19.2620, -10.3794)
C (17.4365, -18.8932, -8.4446)
Si (18.0901, -17.1904, -8.4781)
C (16.6812, -16.1644, -9.1189)
C (19.5432, -16.9615, -9.5535)
C (18.6513, -16.7177, -6.7500)
H (15.5390, -22.5491, -6.5975)
H (14.6621, -22.0183, -7.9311)
H (15.6084, -20.8782, -6.9804)
H (18.7795, -20.9291, -7.4778)
H (19.5237, -22.3819, -8.3550)
H (18.6043, -22.5839, -6.8889)
H (17.2058, -24.7699, -8.2983)
H (17.3929, -24.4128, -9.9807)
H (15.7895, -24.4880, -9.2589)
H (15.6083, -21.7753, -10.6729)
H (17.3125, -21.7538, -10.8975)
H (18.3057, -19.5545, -8.2624)
H (16.6181, -19.0347, -7.8048)
H (16.6166, -16.1448, -10.1802)
H (16.7243, -15.1230, -8.8431)
H (15.6975, -16.4549, -8.6831)
H (19.5640, -17.2236, -10.5911)
H (20.3940, -17.5923, -9.1649)
H (19.8172, -15.9985, -9.2586)
H (17.9042, -16.1721, -6.1973)
H (19.5083, -16.0614, -6.7754)
H (18.9782, -17.5696, -6.1391)

Cartesian forces (eV/Å) of the 3 atoms listed first:
Ti 0.63 -0.10 0.46
C 0.11 -0.12 1.37
C 1.21 -0.94 -2.35

Values from the calculation:
energy	-213161.37279	eV
spin multiplicity	2
highest occupied orbital energy (alpha / beta)	-4.994 / -4.990	eV
total charge	-1
relative energy (zero: lowest compared OMol25 entry of this formula, charge and spin)	44.64	kcal per mole

Atomic partial charges in e from the Mulliken method, atoms 1 to 4: atom 1 (Ti): -0.37, atom 2 (C): -1.88, atom 3 (C): 1.78, atom 4 (C): -1.96

=====

2.
Computed, not measured: a molecular structure, C37H63ClCs2KN8O11S in a non-equilibrium geometry, with the ωB97M-V functional and the def2-TZVPD basis.

Geometry (Å):
C (3.8054, -0.4945, 6.2830)
C (4.0656, -1.5788, 5.2658)
O (4.5858, -0.9246, 4.1234)
C (4.6145, -1.7455, 2.9811)
C (4.5615, -0.9229, 1.6875)
O (4.3350, 0.4622, 1.8863)
C (2.9655, 0.7069, 1.8240)
N (2.7826, 2.1364, 1.9302)
C (1.5297, 2.5842, 1.7986)
N (0.5118, 1.7766, 1.6081)
C (-0.5487, 2.5402, 1.4945)
C (-1.8826, 2.0015, 1.1564)
C (-3.0231, 2.7593, 1.8103)
C (-4.3941, 2.0762, 1.6719)
C (-4.3224, 0.5667, 1.3745)
N (-5.6242, -0.1115, 1.2264)
C (-5.8576, -0.7747, 0.0724)
C (-7.1240, -1.3082, 0.1454)
C (-7.6401, -0.9331, 1.3807)
C (-6.7031, -0.1849, 2.0615)
N (-0.2324, 3.8202, 1.6613)
N (1.1230, 3.8610, 1.8422)
H (4.4363, 0.3605, 6.0696)
H (2.7702, -0.2039, 6.1711)
H (3.9823, -0.8349, 7.2932)
H (4.7918, -2.2996, 5.6357)
H (3.1394, -2.0737, 4.9824)
H (3.7840, -2.4527, 3.0106)
H (5.5221, -2.3409, 2.9708)
H (3.8516, -1.3331, 0.9838)
H (5.5277, -1.0160, 1.2157)
H (2.4215, 0.1964, 2.6230)
H (2.5683, 0.4000, 0.8583)
H (3.5556, 2.7593, 2.0636)
H (-1.8723, 0.9697, 1.4718)
H (-1.8672, 2.0993, 0.0546)
H (-2.7776, 2.9703, 2.8460)
H (-3.1239, 3.7333, 1.3330)
H (-5.0805, 2.5840, 0.9399)
H (-4.9071, 2.1789, 2.6292)
H (-3.7267, 0.3489, 0.5039)
H (-3.8271, 0.1051, 2.2218)
H (-5.0953, -0.7917, -0.6826)
H (-7.5983, -1.9067, -0.6039)
H (-8.6224, -1.1989, 1.7209)
H (-6.7554, 0.2672, 3.0295)
H (-0.8267, 4.6206, 1.5800)
H (1.6547, 4.7002, 1.9676)
C (1.9610, -2.5183, -2.4241)
C (0.9244, -2.7411, -3.3209)
C (-0.3569, -2.2915, -3.0324)
C (-0.5896, -1.6125, -1.8402)
C (0.4376, -1.3861, -0.9350)
C (1.7083, -1.8499, -1.2313)
N (-1.9094, -1.1272, -1.5496)
O (-2.8026, -1.3573, -2.3644)
O (-2.0708, -0.4853, -0.5363)
H (2.9625, -2.8589, -2.6578)
H (1.1168, -3.2655, -4.2495)
H (-1.1564, -2.4727, -3.7389)
H (0.2610, -0.8517, -0.0128)
H (2.5143, -1.6768, -0.5365)
C (6.1733, -2.4717, -2.0440)
O (5.6681, -2.4656, -0.8201)
O (6.8343, -1.2929, -2.3325)
O (6.0937, -3.3429, -2.8668)
H (6.7522, -0.7811, -1.5182)
C (3.9861, 4.2919, 5.2150)
C (4.9739, 5.3739, 4.8054)
N (4.4376, 6.7409, 4.9018)
C (3.2504, 7.2193, 4.4001)
C (3.2029, 8.5422, 4.6856)
N (4.3673, 8.8551, 5.3481)
C (5.0918, 7.7492, 5.4683)
C (4.7623, 10.1815, 5.8304)
H (3.1192, 4.2181, 4.5446)
H (4.5037, 3.3259, 5.2025)
H (3.6111, 4.4749, 6.2322)
H (5.3138, 5.2117, 3.7834)
H (5.8455, 5.3419, 5.4558)
H (2.5597, 6.5674, 3.8957)
H (2.4635, 9.2960, 4.4852)
H (6.0575, 7.6820, 5.9389)
H (5.6790, 10.4906, 5.3357)
H (4.9147, 10.1494, 6.9057)
H (3.9719, 10.8863, 5.5979)
Cl (6.8490, -3.7815, 0.3875)
Cs (-0.3415, -4.5423, -1.4857)
C (0.0927, 2.4632, -1.2428)
O (1.2713, 2.7110, -0.8518)
O (-0.2576, 1.2910, -1.6789)
O (-0.8651, 3.3503, -1.0979)
Cs (-6.7749, 2.6271, 0.3138)
K (2.4519, 2.6800, 5.4874)
C (-0.1515, 2.5096, -6.1336)
S (0.3064, 4.0059, -5.2430)
O (1.0195, 3.5776, -4.0304)
C (-1.3665, 4.4153, -4.7187)
H (0.7660, 2.0556, -6.5017)
H (-0.6532, 1.8264, -5.4473)
H (-0.7990, 2.7647, -6.9740)
H (-1.7664, 3.5870, -4.1326)
H (-1.9860, 4.6185, -5.5945)
H (-1.3016, 5.3036, -4.0947)
C (-4.2701, -6.4592, -4.4224)
C (-4.5701, -7.9471, -4.2591)
C (-3.6978, -8.8436, -5.1359)
C (-3.8604, -8.6259, -6.6411)
C (-5.2846, -8.8028, -7.1644)
C (-5.8355, -10.2122, -6.9638)
H (-4.4597, -6.1152, -5.4390)
H (-4.8927, -5.8622, -3.7540)
H (-3.2236, -6.2482, -4.1857)
H (-5.6273, -8.1295, -4.4650)
H (-4.4116, -8.2275, -3.2140)
H (-3.9090, -9.8878, -4.8927)
H (-2.6464, -8.6834, -4.8738)
H (-3.1997, -9.3228, -7.1647)
H (-3.5076, -7.6254, -6.9068)
H (-5.2892, -8.5713, -8.2318)
H (-5.9541, -8.0776, -6.6934)
H (-5.2016, -10.9507, -7.4577)
H (-6.8373, -10.2996, -7.3847)
H (-5.9017, -10.4754, -5.9071)

Cartesian forces (eV/Å) of the 3 atoms listed first:
C -0.24 -0.21 -0.06
C 0.65 0.48 -0.41
O -0.36 0.33 -0.01

Values from the calculation:
energy	-114589.63251	eV
spin multiplicity	1
highest occupied orbital energy	-4.880	eV
total charge	+1

Atomic partial charges in e from the Mulliken method, atoms 1 to 4: atom 1 (C): -0.86, atom 2 (C): -0.31, atom 3 (O): -0.21, atom 4 (C): -0.92

=====

Question: What is the spin multiplicity in the second record?
Answer: 1